{
  "formula": "C32H71N21O36S",
  "method": "ωB97M-V/def2-TZVPD",
  "elements": ["C", "C", "C", "C", "C", "C", "C", "N", "C", "O", "C", "C", "N", "C", "C", "C", "O", "C", "N", "S", "N", "C", "C", "O", "N", "O", "H", "H", "H", "H", "H", "H", "H", "H", "H", "H", "H", "H", "H", "H", "H", "H", "H", "H", "H", "H", "H", "H", "H", "C", "N", "O", "O", "H", "H", "H", "C", "N", "O", "O", "H", "H", "H", "C", "N", "O", "O", "H", "H", "H", "C", "N", "O", "O", "H", "H", "H", "C", "N", "O", "O", "H", "H", "H", "C", "N", "O", "O", "H", "H", "H", "C", "N", "O", "O", "H", "H", "H", "C", "N", "O", "O", "H", "H", "H", "C", "N", "O", "O", "H", "H", "H", "C", "N", "O", "O", "H", "H", "H", "C", "N", "O", "O", "H", "H", "H", "C", "N", "O", "O", "H", "H", "H", "C", "N", "O", "O", "H", "H", "H", "C", "N", "O", "O", "H", "H", "H", "C", "N", "O", "O", "H", "H", "H", "C", "N", "O", "O", "H", "H", "H"],
  "xyz": [[0.010, -5.076, 1.481], [-0.018, -4.213, 0.049], [-0.842, -2.800, 0.165], [-2.131, -2.372, -0.811], [-2.558, -3.470, -1.951], [-3.734, -4.521, -1.501], [-3.508, -5.974, -0.756], [-5.036, -4.182, -1.811], [-2.890, -0.891, -0.638], [-4.006, -0.457, -1.492], [-5.193, -0.072, -0.713], [-5.993, -1.335, -0.014], [-7.335, -0.882, 0.599], [-8.074, -2.047, 1.222], [-8.703, -3.121, 0.155], [-10.340, -3.006, -0.042], [-8.404, -4.497, 0.675], [-2.239, 0.075, 0.561], [-2.631, 1.479, 0.973], [-1.731, 2.226, 2.295], [-0.660, 0.862, 2.540], [-0.967, -0.259, 1.571], [-0.290, -1.733, 1.330], [0.890, -2.061, 2.196], [0.404, -1.960, 3.448], [1.312, -2.100, 4.252], [1.138, -5.109, 1.870], [-0.567, -4.389, 2.255], [-0.469, -6.144, 1.376], [-0.420, -4.960, -0.757], [1.117, -3.926, -0.179], [-2.945, -2.878, -2.911], [-1.654, -4.132, -2.351], [-4.386, -6.142, 0.023], [-2.439, -6.130, -0.307], [-3.689, -6.798, -1.601], [-5.008, -3.246, -2.305], [-5.013, 0.757, 0.093], [-5.962, 0.398, -1.495], [-6.310, -2.050, -0.915], [-5.343, -1.874, 0.797], [-7.172, -0.211, 1.388], [-7.414, -2.653, 2.010], [-8.990, -1.628, 1.860], [-8.236, -3.075, -0.919], [-10.684, -1.928, 0.258], [-10.557, -3.217, -1.196], [-10.922, -3.865, 0.547], [-9.062, -4.649, 1.416], [-9.503, 3.222, 0.252], [-9.771, 1.794, -0.068], [-9.344, 1.366, -1.146], [-10.404, 1.144, 0.772], [-8.941, 3.669, -0.571], [-10.467, 3.720, 0.375], [-8.921, 3.250, 1.176], [-3.901, 1.504, -3.886], [-3.948, 2.964, -4.169], [-4.069, 3.724, -3.201], [-3.863, 3.305, -5.355], [-3.986, 1.350, -2.808], [-4.740, 1.040, -4.410], [-2.945, 1.128, -4.255], [-13.196, -1.746, 2.725], [-11.888, -2.295, 3.174], [-11.266, -1.650, 4.026], [-11.524, -3.359, 2.659], [-13.389, -0.812, 3.259], [-13.127, -1.568, 1.650], [-13.962, -2.488, 2.957], [-9.156, -0.392, 6.296], [-8.941, 1.003, 5.826], [-8.086, 1.179, 4.950], [-9.635, 1.881, 6.350], [-8.481, -1.057, 5.752], [-8.941, -0.417, 7.366], [-10.197, -0.651, 6.094], [-0.394, 5.516, 0.398], [-0.320, 6.874, 0.999], [0.201, 7.767, 0.319], [-0.786, 7.007, 2.137], [0.051, 5.546, -0.599], [0.161, 4.837, 1.048], [-1.449, 5.238, 0.341], [-7.231, 3.420, -6.875], [-7.303, 2.431, -5.766], [-7.348, 1.235, -6.075], [-7.314, 2.884, -4.615], [-7.229, 2.884, -7.827], [-8.107, 4.067, -6.798], [-6.306, 3.987, -6.751], [2.815, -1.357, -1.965], [1.726, -2.079, -2.678], [0.575, -1.933, -2.250], [2.058, -2.772, -3.646], [2.381, -0.790, -1.139], [3.517, -2.105, -1.592], [3.291, -0.687, -2.684], [7.015, 0.700, -0.594], [5.926, -0.022, -1.306], [4.775, 0.125, -0.878], [6.258, -0.715, -2.275], [6.581, 1.267, 0.232], [7.717, -0.048, -0.221], [7.491, 1.370, -1.313], [10.615, 3.300, 0.086], [9.526, 2.578, -0.626], [8.375, 2.725, -0.198], [9.858, 1.885, -1.595], [10.181, 3.867, 0.912], [11.317, 2.552, 0.459], [11.091, 3.970, -0.633], [-1.018, 7.660, 4.926], [-0.212, 7.768, 6.172], [-0.798, 7.576, 7.244], [0.987, 8.042, 6.038], [-2.049, 7.415, 5.192], [-0.969, 8.625, 4.417], [-0.579, 6.867, 4.317], [14.331, 1.080, 0.951], [14.349, 2.549, 0.719], [15.455, 3.099, 0.655], [13.252, 3.109, 0.607], [15.360, 0.722, 1.029], [13.789, 0.899, 1.881], [13.826, 0.618, 0.100], [4.615, -6.040, 0.829], [3.526, -6.762, 0.117], [2.375, -6.616, 0.545], [3.858, -7.456, -0.852], [4.181, -5.473, 1.656], [5.317, -6.788, 1.202], [5.091, -5.371, 0.111], [8.504, -2.974, 1.181], [9.494, -1.982, 1.680], [10.577, -2.418, 2.085], [9.155, -0.793, 1.650], [8.933, -3.975, 1.266], [7.608, -2.885, 1.799], [8.292, -2.733, 0.138], [14.372, 3.884, 4.960], [14.290, 2.789, 3.956], [13.250, 2.707, 3.293], [15.272, 2.044, 3.863], [13.443, 4.458, 4.934], [14.513, 3.423, 5.940], [15.223, 4.514, 4.692], [12.482, 0.984, -4.369], [13.288, 1.092, -3.124], [12.702, 0.900, -2.052], [14.487, 1.366, -3.257], [11.451, 0.739, -4.103], [12.531, 1.949, -4.878], [12.921, 0.191, -4.978], [-1.531, 0.305, -7.216], [-1.603, -0.683, -6.107], [-1.648, -1.880, -6.416], [-1.614, -0.230, -4.956], [-1.529, -0.231, -8.168], [-2.407, 0.952, -7.139], [-0.606, 0.873, -7.092]],
  "forces_ev_per_a": [[0.26, 1.63, 0.53], [0.57, -0.05, 0.54], [-0.02, 3.69, 2.22], [0.14, 2.63, 1.73], [0.05, -0.11, -0.62], [-3.90, 1.34, -0.68], [-0.71, 0.09, -1.05], [5.40, -0.67, 0.84], [2.76, -2.59, 1.11], [2.10, -1.08, 3.38], [-2.81, 0.59, 0.59], [-0.39, -0.10, -0.85], [0.99, -0.71, 0.63], [-0.84, -0.55, 0.81], [-0.54, -0.68, 0.23], [0.40, -0.43, -0.88], [-1.38, 1.50, 0.33], [1.21, 3.23, 2.72], [0.84, -3.02, -0.71], [0.21, -6.60, -3.61], [-1.57, -2.92, -3.43], [-1.29, 0.84, -0.65], [-2.16, -0.16, -2.75], [-2.57, 0.50, -2.88], [2.80, -0.49, 3.62], [-2.57, 0.35, -2.10], [-2.73, -0.24, -0.93], [0.96, -1.87, -1.45], [1.06, 2.27, 0.26], [0.73, 1.98, 1.27], [-2.62, -0.61, 0.21], [0.73, -1.25, 2.26], [-1.59, 1.79, 1.17], [2.09, 0.57, -1.56], [-2.16, 0.48, -0.77], [0.55, 1.81, 1.80], [0.10, -1.20, 0.64], [0.25, -1.56, -1.56], [1.85, -1.07, 1.55], [1.01, 1.29, 2.27], [-0.95, 0.78, -1.69], [0.04, -0.81, -1.06], [-1.15, 1.06, -1.82], [1.97, -0.62, -1.42], [-0.59, 0.01, 2.32], [0.44, -2.09, -0.64], [0.32, 0.69, 2.53], [1.44, 2.15, -1.18], [1.14, 0.34, -1.28], [0.19, 0.26, -0.11], [0.06, -1.14, -0.68], [-0.84, 0.50, 1.75], [0.77, 0.70, -1.15], [-0.15, -0.25, 0.15], [0.18, -0.16, 0.12], [-0.23, -0.03, -0.08], [-0.04, -0.02, 0.37], [-0.19, 0.80, 0.44], [0.24, -0.84, -1.75], [-0.16, -0.11, 1.32], [0.04, 0.18, -0.39], [0.15, 0.09, -0.03], [-0.32, 0.14, 0.02], [-0.20, 0.27, 0.05], [0.88, -0.47, 0.28], [-0.59, -1.04, -1.15], [-0.48, 1.62, 1.19], [0.18, -0.26, -0.09], [0.00, -0.17, 0.16], [0.20, 0.05, -0.16], [0.09, -0.33, -0.03], [0.18, 0.96, -0.37], [-1.24, 0.02, 1.20], [1.09, -1.14, -0.87], [-0.17, 0.28, 0.07], [-0.15, 0.09, -0.17], [0.20, 0.11, 0.11], [0.08, -0.17, -0.29], [0.29, 1.09, -0.04], [-0.89, -1.23, 1.31], [0.62, 0.00, -1.66], [-0.11, 0.12, 0.30], [-0.21, 0.11, -0.03], [0.19, 0.01, 0.13], [0.01, 0.05, -0.35], [-0.07, -0.70, 0.77], [0.13, 1.57, 0.68], [0.07, -0.84, -1.60], [-0.02, 0.03, 0.33], [0.23, -0.06, 0.10], [-0.20, -0.04, 0.12], [-0.15, 0.18, 0.14], [-0.73, -0.48, -0.46], [1.42, -0.37, -0.85], [-0.69, 0.87, 1.32], [0.01, -0.21, -0.28], [-0.07, 0.18, -0.26], [-0.04, -0.34, 0.15], [-0.45, -0.19, -0.17], [-0.34, -0.44, -0.10], [1.41, -0.29, -0.73], [-0.84, 0.78, 1.22], [-0.02, -0.25, -0.35], [-0.03, 0.16, -0.17], [-0.40, -0.70, 0.11], [-0.22, 0.00, 0.27], [-0.20, -0.06, -0.24], [1.90, 0.47, -0.52], [-0.91, 0.94, 1.26], [-0.03, -0.19, -0.27], [-0.25, 0.24, -0.31], [0.03, -0.31, 0.09], [-0.24, -0.11, 0.01], [0.44, 0.09, 0.93], [1.05, 0.30, -1.31], [-1.68, -0.41, 0.38], [0.31, 0.07, 0.07], [0.15, -0.28, 0.01], [-0.02, 0.36, 0.18], [0.14, -0.42, -0.02], [0.46, 0.68, -0.20], [-1.86, -0.46, 0.09], [2.02, -0.45, 0.00], [-0.24, 0.26, -0.02], [0.06, 0.12, -0.30], [-0.01, 0.21, 0.11], [0.05, 0.21, 0.28], [-0.81, -0.67, -0.69], [1.63, -0.38, -0.80], [-0.62, 1.05, 1.48], [0.00, -0.19, -0.24], [-0.08, 0.13, -0.20], [-0.03, -0.24, 0.06], [-0.05, -0.34, -0.04], [1.00, 0.53, 0.46], [-1.61, 0.90, -0.58], [0.59, -1.57, 0.06], [0.00, 0.33, 0.02], [0.13, 0.12, -0.17], [-0.04, 0.05, 0.20], [-0.18, 0.29, 0.11], [-0.04, -0.67, -0.53], [1.48, -0.08, 1.06], [-1.54, 0.96, 0.00], [0.21, -0.24, -0.09], [0.11, 0.06, -0.23], [-0.07, -0.23, 0.09], [-0.37, -0.07, -0.09], [0.63, 0.09, 0.89], [1.07, 0.24, -1.35], [-1.76, -0.40, 0.40], [0.30, 0.09, 0.08], [0.13, -0.22, 0.06], [0.03, 0.25, 0.08], [0.02, 0.01, -0.34], [-0.01, -1.10, 0.45], [0.03, 1.84, 0.77], [0.16, -0.91, -1.47], [0.00, 0.03, 0.33], [0.21, -0.01, 0.12], [-0.24, -0.02, 0.09]],
  "homo_ev": -8.19,
  "e_tot_ev": -150107.792,
  "largest_force_ev_per_a": 7.526,
  "gap_ev": 6.6
}